Record 1
Molecular formula: C2H10N6
Method: DFT, ωB97M-V with the def2-TZVPD basis set

As for the spin multiplicity: 1. Its net charge is 0. The HOMO energy comes out at -0.2812 Eh.

Each line ends with the Mulliken charge.
Geometry (Å):
1 C -1.735 -1.052 -0.779  -0.664
2 C 0.941 0.292 0.153  0.471
3 H -0.936 -1.266 -1.621  0.230
4 H -2.703 -0.889 -1.277  0.333
5 H -1.677 -2.130 -0.296  0.237
6 H -1.971 0.087 0.931  0.242
7 H -0.058 -0.650 1.811  0.307
8 H 1.602 1.679 -1.353  0.266
9 H -1.213 2.126 -0.754  0.266
10 H 0.677 3.644 -0.816  0.245
11 H 1.955 -1.238 2.013  0.214
12 H 2.062 -2.525 0.908  0.202
13 N -1.401 0.110 0.048  -0.357
14 N -0.139 -0.056 0.880  -0.199
15 N 0.835 1.365 -0.802  -0.031
16 N 0.115 2.514 -0.345  -0.681
17 N 1.927 -0.464 0.126  -0.586
18 N 1.716 -1.545 1.174  -0.497


Record 2
Molecular formula: C2H10NO2
Method: DFT, ωB97M-V with the def2-TZVPD basis set

As for the spin multiplicity: 1. Its net charge is +1. The HOMO energy comes out at -0.5501 Eh.

Each line ends with the Mulliken charge.
Geometry (Å):
1 C -0.831 -1.764 -0.285  -0.158
2 C -0.850 -1.035 -1.473  -0.173
3 N 0.162 -0.003 2.519  -0.399
4 H -1.517 -2.592 -0.129  0.279
5 H -1.532 -1.304 -2.270  0.284
6 H -0.135 -0.246 -1.591  0.221
7 H -0.514 0.699 2.799  0.306
8 H 0.716 -0.307 3.310  0.305
9 H 0.681 0.244 1.677  0.299
10 H 0.075 2.781 -1.446  0.344
11 H 0.514 1.412 -0.655  0.441
12 O -0.173 1.891 -1.171  -0.592
13 H 2.244 0.302 0.028  0.268
14 H -0.171 -1.434 0.496  0.188
15 O 1.272 0.287 0.130  -0.612


Record 3
Molecular formula: C2H10NO2S
Method: DFT, ωB97M-V with the def2-TZVPD basis set

As for the spin multiplicity: 1. Its net charge is -1. The HOMO energy comes out at -0.0944 Eh.

Each line ends with the Mulliken charge.
Geometry (Å):
1 C -0.693 -0.278 -0.274  -0.171
2 C -1.750 0.850 -0.451  -0.505
3 S -3.354 0.410 0.421  -0.701
4 N -1.227 -1.624 -0.400  -0.602
5 H -0.056 -0.090 0.603  0.019
6 H -0.118 -0.126 -1.204  0.109
7 H -1.999 0.954 -1.506  0.230
8 H -1.318 1.776 -0.070  0.175
9 H -1.936 -1.765 0.300  0.236
10 H -0.450 -2.265 -0.295  0.199
11 H 2.205 -1.757 1.317  0.319
12 H 2.669 -0.658 0.563  0.358
13 O 3.031 -1.460 0.944  -0.656
14 H 1.532 1.584 -0.624  0.337
15 H 1.437 2.279 0.698  0.326
16 O 2.026 2.172 -0.022  -0.673


Record 4
Molecular formula: C2H10NO2S
Method: DFT, ωB97M-V with the def2-TZVPD basis set

As for the spin multiplicity: 1. Its net charge is -1. The HOMO energy comes out at -0.1047 Eh.

Each line ends with the Mulliken charge.
Geometry (Å):
1 C 0.054 0.138 0.430  -0.666
2 C 0.086 0.153 -1.148  -0.665
3 S -1.072 -1.029 -1.965  -0.640
4 N 0.099 -1.165 0.980  -0.570
5 H -0.731 0.861 0.652  0.378
6 H 0.902 0.667 0.906  0.309
7 H 1.154 -0.098 -1.367  0.261
8 H -0.098 1.154 -1.553  0.100
9 H 0.905 -1.629 0.559  0.215
10 H -0.694 -1.754 0.736  0.255
11 H 1.313 -1.143 3.938  0.277
12 H 0.295 -0.870 2.833  0.452
13 O 0.378 -0.947 3.814  -0.723
14 H 0.742 2.537 -0.423  0.383
15 H 0.918 3.312 -1.625  0.339
16 O 1.051 3.423 -0.672  -0.706


Record 5
Molecular formula: C2H10NO2S
Method: DFT, ωB97M-V with the def2-TZVPD basis set

As for the spin multiplicity: 1. Its net charge is -1. The HOMO energy comes out at -0.1075 Eh.

Each line ends with the Mulliken charge.
Geometry (Å):
1 C 0.740 -0.912 -0.265  -0.255
2 C 1.449 0.471 -0.488  -0.872
3 S 0.151 1.787 -0.309  -0.680
4 N 0.367 -0.815 1.175  -0.685
5 H 1.454 -1.727 -0.338  0.242
6 H -0.102 -0.971 -0.928  0.238
7 H 2.078 0.873 -1.295  0.267
8 H 2.152 0.622 0.345  0.275
9 H -0.700 -0.744 1.018  0.281
10 H 0.529 0.170 1.287  0.205
11 H 1.198 -1.863 2.441  0.479
12 H 0.867 -3.265 3.348  0.276
13 O 1.504 -2.564 3.192  -0.757
14 H -4.051 1.394 -2.521  0.319
15 H -2.869 0.678 -3.037  0.341
16 O -3.838 0.637 -3.077  -0.673


Record 6
Molecular formula: C2H10NO3
Method: DFT, ωB97M-V with the def2-TZVPD basis set

As for the spin multiplicity: 2. Its net charge is 0. The HOMO energy (spin up / spin down) comes out at -0.1044 / -0.3809 Eh.

Each line ends with the Mulliken spin population.
Geometry (Å):
1 O 1.245 -2.294 1.198  -0.048
2 C 0.748 -1.664 2.041  0.156
3 C 0.058 -0.324 1.562  0.076
4 N -0.045 -0.412 0.082  0.702
5 H 0.732 -1.932 3.050  0.062
6 H -0.951 -0.219 2.113  0.006
7 H 0.558 0.590 1.825  0.013
8 H -1.056 -0.349 -0.354  -0.180
9 H 0.381 0.443 -0.503  -0.177
10 H 0.277 -1.310 -0.353  -0.149
11 H 1.099 2.319 -1.904  -0.074
12 H 2.464 1.682 -1.797  -0.119
13 O 1.557 1.523 -1.598  0.422
14 H -3.145 0.782 -1.675  -0.151
15 H -1.712 0.465 -2.253  -0.105
16 O -2.211 0.699 -1.435  0.565


Record 7
Molecular formula: C2H10NO3
Method: DFT, ωB97M-V with the def2-TZVPD basis set

As for the spin multiplicity: 1. Its net charge is +1. The HOMO energy comes out at -0.5447 Eh.

Each line ends with the Mulliken charge.
Geometry (Å):
1 O 0.324 -2.636 0.966  -0.448
2 C 0.391 -1.877 1.887  0.174
3 C 0.148 -0.396 1.650  -0.520
4 N 0.187 -0.123 0.198  -0.162
5 H 0.651 -2.158 2.921  0.355
6 H -0.789 -0.096 2.109  0.310
7 H 0.894 0.194 2.183  0.332
8 H -0.735 0.184 -0.171  0.224
9 H 0.868 0.576 -0.096  0.375
10 H 0.432 -1.004 -0.276  0.407
11 H 1.603 2.051 -2.068  0.309
12 H 1.383 0.851 -2.998  0.300
13 O 1.330 1.126 -2.072  -0.610
14 H -2.590 1.371 -0.758  0.332
15 H -2.082 1.136 -2.189  0.316
16 O -2.016 0.802 -1.285  -0.693


Record 8
Molecular formula: C2H10NO4
Method: DFT, ωB97M-V with the def2-TZVPD basis set

As for the spin multiplicity: 1. Its net charge is +1. The HOMO energy comes out at -0.5510 Eh.

Each line ends with the Mulliken charge.
Geometry (Å):
1 O -0.261 0.556 -1.852  -0.596
2 C 0.714 0.457 -1.136  0.676
3 O 1.824 -0.149 -1.419  -0.387
4 C 0.667 1.272 0.162  -0.555
5 N -0.771 1.578 0.437  -0.189
6 H 1.958 -0.243 -2.364  0.386
7 H 1.130 0.641 0.917  0.299
8 H 1.188 2.202 -0.064  0.363
9 H -0.833 2.513 0.839  0.368
10 H -1.304 1.511 -0.441  0.355
11 H -1.103 0.761 0.988  0.299
12 H -1.530 -1.682 1.237  0.335
13 H -2.383 -0.662 1.983  0.342
14 O -1.962 -0.825 1.128  -0.700
15 H 1.292 -2.501 0.545  0.325
16 H 0.713 -3.099 -0.775  0.300
17 O 0.660 -2.330 -0.188  -0.620


Record 9
Molecular formula: C2H10NO5
Method: DFT, ωB97M-V with the def2-TZVPD basis set

As for the spin multiplicity: 1. Its net charge is -1. The HOMO energy comes out at -0.1764 Eh.

Each line ends with the Mulliken charge.
Geometry (Å):
1 C 1.460 -0.627 0.287  -0.766
2 N 0.269 0.206 0.161  -0.133
3 C -0.808 -0.105 1.057  0.467
4 O -1.569 0.836 1.401  -0.842
5 O -0.849 -1.301 1.391  -0.668
6 H 1.240 -1.571 -0.218  0.118
7 H 1.659 -0.813 1.349  0.225
8 H 2.373 -0.234 -0.165  0.354
9 H 0.442 1.176 -0.039  0.276
10 H -0.944 2.385 1.612  0.403
11 H -0.454 3.580 0.826  0.282
12 O -0.101 2.945 1.461  -0.698
13 H -0.323 1.694 -2.343  0.362
14 H -0.071 1.092 -3.668  0.311
15 O -0.382 1.913 -3.283  -0.685
16 H -0.879 -3.762 0.826  0.347
17 H -0.434 -3.340 -0.619  0.300
18 O -0.630 -4.073 -0.036  -0.652


Record 10
Molecular formula: C2H10NOS
Method: DFT, ωB97M-V with the def2-TZVPD basis set

As for the spin multiplicity: 2. Its net charge is +2. The HOMO energy (spin up / spin down) comes out at -0.6488 / -0.6488 Eh.

Each line ends with the Mulliken spin population.
Geometry (Å):
1 C 0.397 0.873 -1.225  0.006
2 C 0.334 0.050 -0.133  -0.004
3 S -0.307 0.739 1.994  -0.002
4 N 2.688 -1.262 -2.906  1.034
5 H 1.047 1.728 -1.210  0.000
6 H -0.601 0.847 -1.744  0.001
7 H 1.265 -0.531 0.265  0.001
8 H -0.560 -0.567 -0.062  0.000
9 H 0.320 1.712 2.585  0.000
10 H 3.597 -1.491 -2.619  -0.010
11 H 2.305 -0.388 -2.602  -0.013
12 H 2.574 -1.683 -3.815  -0.013
13 H -2.560 -0.346 1.383  0.000
14 H -3.351 -0.472 -0.150  0.000
15 O -2.791 -0.918 0.570  0.000


Record 11
Molecular formula: C2H10NOS2
Method: DFT, ωB97M-V with the def2-TZVPD basis set

As for the spin multiplicity: 1. Its net charge is +1. The HOMO energy comes out at -0.4481 Eh.

Each line ends with the Mulliken charge.
Geometry (Å):
1 N -0.352 -1.488 0.611  -0.205
2 C 0.891 -0.698 0.269  -0.403
3 C 0.636 0.027 -1.050  -0.860
4 S 2.141 0.903 -1.686  -0.018
5 S 1.709 2.811 -0.962  -0.190
6 H -1.195 -0.851 0.718  0.306
7 H -0.472 -2.302 0.009  0.374
8 H -0.249 -1.719 1.607  0.386
9 H 1.172 0.028 1.025  0.330
10 H 1.692 -1.425 0.157  0.376
11 H -0.149 0.777 -1.010  0.357
12 H 0.433 -0.657 -1.878  0.383
13 H 1.694 3.410 -2.136  0.200
14 H -3.093 0.166 2.073  0.318
15 H -2.429 0.914 0.882  0.307
16 O -2.430 0.104 1.371  -0.659


Record 12
Molecular formula: C2H10NOSi
Method: DFT, ωB97M-V with the def2-TZVPD basis set

As for the spin multiplicity: 1. Its net charge is +1. The HOMO energy comes out at -0.5539 Eh.

Each line ends with the Mulliken charge.
Geometry (Å):
1 C -2.862 0.878 0.354  -0.426
2 C 2.678 0.312 0.114  -0.766
3 N 1.527 -0.512 -0.365  -0.570
4 O -1.945 -0.145 0.489  -0.053
5 Si -0.892 -1.190 0.007  0.440
6 H -2.734 1.722 1.023  0.259
7 H -3.800 0.536 0.724  0.257
8 H -2.849 1.187 -0.720  0.263
9 H 2.328 1.147 0.783  0.261
10 H 3.143 0.785 -0.801  0.302
11 H -0.544 -1.844 1.177  0.031
12 H 2.112 -1.346 -0.751  0.326
13 H 1.107 0.027 -1.228  0.365
14 H -0.673 -1.184 -1.469  0.018
15 H 3.405 -0.372 0.662  0.294


Record 13
Molecular formula: C2H10NOSi
Method: DFT, ωB97M-V with the def2-TZVPD basis set

As for the spin multiplicity: 1. Its net charge is +1. As for the SMILES: C[NH2+]CO[SiH3]. The HOMO energy comes out at -0.5362 Eh.

Each line ends with the Mulliken charge.
Geometry (Å):
1 C -2.121 -0.550 0.185  -0.970
2 C -0.220 0.476 -0.835  -0.155
3 N -1.014 0.319 0.450  -0.038
4 O 1.200 -0.416 -0.353  -0.388
5 Si 2.717 0.058 0.150  0.281
6 H -2.716 -0.835 1.096  0.335
7 H -2.812 -0.160 -0.519  0.436
8 H -1.840 -1.531 -0.196  0.383
9 H -0.541 -0.269 -1.547  0.247
10 H 0.067 1.400 -1.356  0.332
11 H -1.255 1.152 0.865  0.310
12 H -0.075 -0.074 0.926  0.391
13 H 2.423 1.570 0.424  -0.076
14 H 2.656 -0.468 1.537  -0.067
15 H 3.531 -0.672 -0.827  -0.021


Record 14
Molecular formula: C2H10NS
Method: DFT, ωB97M-V with the def2-TZVPD basis set

As for the spin multiplicity: 1. Its net charge is +1. The HOMO energy comes out at -0.4858 Eh.

Each line ends with the Mulliken charge.
Geometry (Å):
1 N -1.043 1.428 1.548  -0.500
2 H -1.866 1.880 1.175  0.368
3 H -1.326 0.908 2.383  0.369
4 H -0.340 2.089 1.871  0.406
5 H -0.708 0.736 0.764  0.152
6 C 0.469 0.183 -1.871  -0.859
7 S 1.008 0.023 -0.128  -0.138
8 C 0.675 -1.779 0.168  -0.699
9 H 1.079 -0.379 -2.563  0.335
10 H -0.568 -0.047 -1.861  0.344
11 H 0.574 1.240 -2.107  0.340
12 H -0.183 -2.026 0.780  0.315
13 H 1.583 -2.083 0.683  0.286
14 H 0.646 -2.174 -0.842  0.280


Record 15
Molecular formula: C2H10NSi
Method: DFT, ωB97M-V with the def2-TZVPD basis set

As for the spin multiplicity: 1. Its net charge is +1. As for the SMILES: C[C@@H]([NH3+])[SiH3]. The HOMO energy comes out at -0.5719 Eh.

Each line ends with the Mulliken charge.
Geometry (Å):
1 C 0.720 -1.319 -0.401  -1.356
2 C 0.249 -0.064 0.401  -0.129
3 N 0.872 1.204 -0.146  -0.311
4 Si -1.721 0.208 0.311  0.412
5 H 0.693 -1.152 -1.446  0.429
6 H 1.850 -1.547 -0.184  0.343
7 H 0.120 -2.162 -0.159  0.399
8 H 0.622 -0.383 1.449  0.322
9 H 1.799 1.244 0.159  0.337
10 H 0.359 1.936 0.306  0.344
11 H 0.762 1.316 -1.189  0.375
12 H -1.955 -0.222 -1.095  -0.035
13 H -1.998 1.621 0.744  -0.089
14 H -2.374 -0.681 1.250  -0.042


Calculated total energy in a.u., matching the order above: -410.426685; -286.869727; -685.635626; -685.646934; -685.622960; -362.516088; -362.435277; -437.694292; -513.246490; -609.416216; -1008.321173; -501.380383; -501.334092; -534.873662; -426.144852